Formula: C31H45O3Pb
Source: the OMol25 dataset
Level of theory: the ωB97M-V functional and the def2-TZVPD basis

## Properties
M   672.90 g mol⁻¹
HOMO level   -3.61 eV
DFT total energy   -44265.786 eV

ORCA input file:
```
! RIJCOSX wB97M-V def2-TZVPD def2/J DEFGRID3
* xyz -1 1
O -0.598 2.410 0.131
C -1.492 3.178 1.010
C -1.730 4.254 -0.041
H -0.937 3.523 1.892
H -2.384 2.592 1.267
C -0.743 3.437 -0.904
H -1.384 5.243 0.277
H -2.749 4.259 -0.439
C 0.547 4.184 -1.153
H 1.028 4.466 -0.209
H 0.303 5.103 -1.701
H 1.232 3.589 -1.766
C -1.332 2.880 -2.176
H -2.323 2.452 -2.004
H -0.685 2.110 -2.612
H -1.429 3.696 -2.902
Pb 0.286 0.062 1.120
C -1.562 -1.936 -1.006
C -1.932 -1.963 0.370
C -2.673 -0.776 0.652
H -1.756 -2.781 1.066
C -2.689 0.012 -0.532
C -2.011 -0.704 -1.554
H -1.898 -0.394 -2.592
H -1.071 -2.736 -1.555
H -3.195 -0.555 1.585
H -3.185 0.978 -0.657
C 2.342 -1.331 -0.650
C 1.731 -0.740 -1.784
C 1.818 0.668 -1.659
H 1.318 -1.279 -2.638
C 2.492 0.969 -0.445
C 2.824 -0.280 0.194
H 3.440 -0.412 1.089
H 2.516 -2.399 -0.503
H 1.511 1.395 -2.417
H 2.772 1.967 -0.100
O -1.775 7.020 1.880
C -2.108 7.887 0.771
C -2.468 9.278 1.305
H -2.965 7.453 0.227
H -1.256 7.903 0.074
C -2.833 9.010 2.781
H -3.269 9.744 0.739
H -1.580 9.917 1.265
C -2.013 7.755 3.110
H -3.902 8.780 2.850
H -2.610 9.847 3.436
H -2.507 7.091 3.832
H -1.043 8.061 3.542
C 1.663 -5.302 -0.486
C 0.618 -4.602 0.378
C -0.717 -5.322 0.262
C 1.065 -4.458 1.838
C 1.407 -5.570 2.595
C 1.904 -5.430 3.896
C 2.120 -4.151 4.423
C 1.759 -3.017 3.719
C 2.021 -1.618 4.301
C 1.276 -1.428 5.622
C 3.511 -1.338 4.506
C 1.108 -3.163 2.447
O 0.515 -2.164 1.875
H 1.831 -6.331 -0.146
H 2.613 -4.764 -0.472
H 1.327 -5.337 -1.527
H 0.495 -3.581 0.003
H -0.658 -6.319 0.713
H -1.505 -4.760 0.763
H -1.015 -5.434 -0.786
H 1.294 -6.564 2.152
H 2.162 -6.311 4.484
H 2.584 -4.027 5.406
H 1.633 -0.892 3.570
H 1.585 -2.187 6.348
H 1.487 -0.442 6.049
H 0.197 -1.510 5.464
H 4.047 -1.342 3.552
H 3.648 -0.353 4.967
H 3.962 -2.087 5.167
*
```



Formula: C5H9OP
Source: the OMol25 dataset
Level of theory: the ωB97M-V functional and the def2-TZVPD basis

## Properties
M   116.10 g mol⁻¹
HOMO level (alpha / beta)   -8.26 / -8.94 eV
DFT total energy   -16663.047 eV
ΔE to the lowest compared entry with this formula, charge and spin   370.8 kJ/mol

ORCA input file:
```
! RIJCOSX wB97M-V def2-TZVPD def2/J DEFGRID3
* xyz 0 1
C 1.559 -0.128 1.326
C 0.324 -0.567 1.660
C 1.490 1.007 0.251
C 0.044 1.678 0.277
C -1.543 -1.862 -2.380
O -2.277 0.399 1.218
P -0.969 0.161 0.577
H 2.442 -0.378 1.940
H 0.139 -1.330 2.372
H 2.265 1.843 0.561
H 1.514 0.569 -0.789
H -0.026 2.388 1.150
H -0.348 2.020 -0.818
H -1.917 -2.894 -2.339
H -2.253 -1.065 -2.376
H -0.444 -1.841 -2.631
*
```



Formula: C7H13NP
Source: the OMol25 dataset
Level of theory: the ωB97M-V functional and the def2-TZVPD basis

## Properties
M   142.16 g mol⁻¹
HOMO level   -13.40 eV
DFT total energy   -18237.038 eV
ΔE to the lowest compared entry with this formula, charge and spin   271.1 kJ/mol

ORCA input file:
```
! RIJCOSX wB97M-V def2-TZVPD def2/J DEFGRID3
* xyz 1 1
C -1.130 1.314 0.947
C -0.950 -2.251 1.561
C -1.758 -2.521 -3.217
C -0.182 0.127 0.753
C -0.601 -1.102 1.046
C 0.671 1.493 -1.062
C 2.108 0.875 0.906
N 1.021 0.477 -0.104
P -0.550 -1.863 -2.585
H -1.730 0.953 1.762
H -0.522 2.244 0.952
H -0.492 -2.512 2.490
H -1.680 -2.890 1.132
H -2.516 -3.181 -3.707
H -1.761 1.311 0.058
H 0.263 2.281 -0.578
H 1.627 1.719 -1.518
H 0.033 1.168 -1.819
H 2.177 -0.072 1.508
H 3.058 1.305 0.387
H 1.690 1.478 1.715
H 1.223 -0.357 -0.626
*
```



Formula: C4H5INS
Source: the OMol25 dataset
Level of theory: the ωB97M-V functional and the def2-TZVPD basis

## Properties
M   226.06 g mol⁻¹
HOMO level (alpha / beta)   -12.85 / -12.85 eV
DFT total energy   -24644.737 eV
ΔE to the lowest compared entry with this formula, charge and spin   207.7 kJ/mol

ORCA input file:
```
! RIJCOSX wB97M-V def2-TZVPD def2/J DEFGRID3
* xyz 1 1
C -0.251 -0.459 -0.917
C 0.963 0.581 0.715
C 1.525 -0.622 -1.415
C -1.438 0.497 0.973
N -0.196 0.179 0.212
S 2.363 0.061 -0.129
I 2.211 -1.660 -3.081
H -1.031 -1.093 -1.372
H 1.015 0.880 1.687
H -1.296 0.155 1.911
H -1.654 1.630 0.992
H -2.210 -0.149 0.425
*
```



Formula: C35H74O28P2
Source: the OMol25 dataset
Level of theory: the ωB97M-V functional and the def2-TZVPD basis

## Properties
M   1004.90 g mol⁻¹
SMILES string   CCOP(=O)(CCPCCCCOC)OCC.COC(=O)OC.COC(=O)OC.COC(=O)OC.COC(=O)OC.COC(=O)OC.COC(=O)OC.COC(=O)OC.COC(=O)OC
HOMO level   -8.01 eV
DFT total energy   -113397.587 eV
ΔE to the lowest compared entry with this formula, charge and spin   110.1 kJ/mol

ORCA input file:
```
! RIJCOSX wB97M-V def2-TZVPD def2/J DEFGRID3
* xyz 0 1
C -1.252 -6.087 -1.082
C -2.491 -5.341 -0.242
O -2.939 -4.236 -1.100
P -4.627 -3.868 -0.900
O -5.353 -4.632 0.276
C -4.769 -1.976 -0.455
C -6.066 -1.270 -1.183
P -5.748 -0.765 -3.003
C -3.924 -1.130 -3.536
C -3.540 -0.236 -4.861
C -2.217 -0.782 -5.679
C -0.804 -0.635 -4.855
O -0.782 0.464 -3.875
C 0.615 0.773 -3.488
O -5.432 -4.042 -2.466
C -5.394 -5.460 -2.893
C -4.245 -5.578 -4.072
H -1.052 -7.157 -0.596
H -1.653 -6.196 -2.201
H -0.244 -5.485 -1.034
H -2.036 -4.942 0.785
H -3.282 -6.182 -0.053
H -4.979 -1.922 0.719
H -3.761 -1.413 -0.648
H -6.384 -0.300 -0.583
H -6.996 -2.010 -1.184
H -5.910 0.683 -3.139
H -3.887 -2.270 -3.869
H -3.139 -0.909 -2.696
H -4.442 -0.293 -5.605
H -3.416 0.899 -4.540
H -2.047 -0.227 -6.722
H -2.354 -1.929 -5.947
H 0.044 -0.433 -5.667
H -0.490 -1.648 -4.329
H 1.290 0.882 -4.452
H 0.695 1.789 -2.904
H 1.077 -0.082 -2.826
H -6.438 -5.674 -3.426
H -5.247 -6.218 -2.003
H -4.683 -6.297 -4.915
H -3.260 -6.068 -3.673
H -3.979 -4.504 -4.478
C 3.177 -3.139 -1.087
O 4.573 -2.894 -1.248
C 4.866 -1.721 -1.864
O 4.056 -0.901 -2.268
O 6.216 -1.617 -1.951
C 6.673 -0.422 -2.582
H 3.059 -4.103 -0.584
H 2.719 -2.367 -0.461
H 2.680 -3.196 -2.060
H 6.355 0.459 -2.015
H 6.315 -0.370 -3.615
H 7.766 -0.445 -2.597
C 3.036 -5.841 2.550
O 2.129 -6.184 3.596
C 1.132 -5.283 3.787
O 0.967 -4.251 3.156
O 0.350 -5.730 4.803
C -0.748 -4.876 5.118
H 3.790 -6.630 2.485
H 2.513 -5.785 1.589
H 3.543 -4.897 2.772
H -1.421 -4.781 4.260
H -0.392 -3.894 5.443
H -1.304 -5.331 5.942
C 4.374 3.573 0.165
O 4.902 4.798 -0.341
C 6.152 4.696 -0.857
O 6.823 3.677 -0.916
O 6.527 5.923 -1.298
C 7.832 5.967 -1.872
H 3.371 3.772 0.553
H 4.293 2.829 -0.633
H 4.992 3.196 0.986
H 7.889 5.319 -2.752
H 8.589 5.686 -1.132
H 8.027 6.996 -2.189
C -3.838 2.358 -1.061
O -3.292 1.999 0.206
C -3.682 2.800 1.230
O -4.432 3.759 1.143
O -3.093 2.349 2.366
C -3.416 3.102 3.533
H -3.460 1.651 -1.805
H -4.931 2.287 -1.044
H -3.518 3.364 -1.349
H -4.491 3.061 3.734
H -3.079 4.138 3.429
H -2.891 2.653 4.381
C 1.381 -0.923 3.976
O 2.006 -0.963 5.258
C 1.673 0.069 6.074
O 0.913 0.984 5.799
O 2.333 -0.094 7.248
C 2.077 0.927 8.211
H 1.719 -1.794 3.408
H 0.292 -0.978 4.076
H 1.676 -0.021 3.431
H 1.016 0.946 8.480
H 2.400 1.903 7.835
H 2.656 0.696 9.110
C -11.902 1.377 -0.075
O -10.536 0.974 -0.164
C -9.701 1.645 0.669
O -10.023 2.527 1.450
O -8.446 1.165 0.481
C -7.453 1.784 1.298
H -12.478 0.775 -0.783
H -12.294 1.194 0.931
H -12.012 2.431 -0.349
H -7.667 1.617 2.359
H -7.385 2.855 1.079
H -6.489 1.324 1.065
C 3.397 5.107 6.055
O 4.022 5.067 7.336
C 3.689 6.099 8.153
O 2.928 7.014 7.878
O 4.349 5.936 9.327
C 4.093 6.957 10.290
H 3.735 4.236 5.487
H 2.308 5.052 6.155
H 3.692 6.009 5.510
H 3.032 6.975 10.559
H 4.415 7.933 9.914
H 4.671 6.726 11.189
C 9.049 0.568 -8.489
O 8.142 0.226 -7.443
C 7.145 1.126 -7.252
O 6.980 2.158 -7.883
O 6.364 0.679 -6.237
C 5.265 1.533 -5.922
H 9.803 -0.221 -8.554
H 8.527 0.624 -9.450
H 9.556 1.512 -8.267
H 4.592 1.628 -6.780
H 5.621 2.516 -5.597
H 4.709 1.078 -5.097
*
```



Formula: C26H46BrCl36IN
Source: the OMol25 dataset
Level of theory: the ωB97M-V functional and the def2-TZVPD basis

## Properties
M   1855.78 g mol⁻¹
HOMO level   -11.38 eV
DFT total energy   -558137.635 eV

ORCA input file:
```
! RIJCOSX wB97M-V def2-TZVPD def2/J DEFGRID3
* xyz 1 1
Br 1.852 -0.953 -0.278
N 0.467 0.177 -0.898
C 0.455 0.563 -2.287
C -0.683 1.482 -2.823
C -1.767 1.945 -1.795
C -3.014 2.852 -2.228
C -4.361 2.150 -1.697
C -4.500 0.592 -2.062
I -4.715 -0.721 -0.326
C -1.677 1.501 -0.284
C -0.490 0.591 0.101
H 1.240 0.189 -3.037
H -0.792 1.825 -3.904
H -3.100 3.022 -3.365
H -2.882 3.875 -1.708
H -4.455 2.390 -0.576
H -5.240 2.686 -2.227
H -5.462 0.448 -2.680
H -3.648 0.162 -2.684
H -2.460 1.832 0.490
H -0.423 0.240 1.191
C -3.263 -3.040 -3.415
Cl -2.299 -1.886 -2.482
Cl -4.770 -2.307 -3.979
H -2.685 -3.367 -4.278
H -3.500 -3.895 -2.785
C 3.922 1.601 1.619
Cl 5.504 1.264 2.332
Cl 4.013 2.939 0.469
H 3.572 0.710 1.098
H 3.224 1.864 2.413
C 1.776 4.654 -1.366
Cl 0.767 3.525 -2.284
Cl 1.965 6.187 -2.224
H 1.305 4.844 -0.402
H 2.757 4.208 -1.217
C -6.118 2.474 2.378
Cl -6.548 1.127 3.436
Cl -4.366 2.721 2.338
H -6.467 2.257 1.369
H -6.594 3.382 2.746
C 4.538 3.462 5.129
Cl 5.512 4.614 6.047
Cl 3.023 4.196 4.585
H 5.104 3.134 4.258
H 4.309 2.607 5.763
C -0.063 -5.600 -3.189
Cl -1.238 -5.066 -1.981
Cl -0.859 -6.026 -4.709
H 0.646 -4.794 -3.375
H 0.464 -6.474 -2.809
C -0.747 -5.415 1.456
Cl -0.338 -5.989 3.077
Cl 0.011 -3.852 1.123
H -0.397 -6.141 0.724
H -1.827 -5.307 1.381
C 0.209 -9.888 3.840
Cl -0.509 -11.131 2.808
Cl 1.959 -10.096 3.972
H 0.000 -8.909 3.411
H -0.232 -9.956 4.834
C 7.578 6.530 8.360
Cl 6.360 7.706 8.870
Cl 8.257 5.671 9.747
H 7.113 5.808 7.690
H 8.380 7.053 7.841
C -3.042 -8.332 -0.869
Cl -3.394 -6.679 -0.351
Cl -1.582 -8.950 -0.088
H -3.883 -8.972 -0.605
H -2.897 -8.341 -1.949
C 10.451 9.166 6.482
Cl 10.295 7.414 6.295
Cl 11.946 9.587 7.324
H 10.458 9.627 5.496
H 9.604 9.537 7.057
C -1.487 6.093 0.487
Cl -1.639 4.339 0.304
Cl 0.007 6.519 1.328
H -1.481 6.553 -0.500
H -2.335 6.464 1.062
C 6.569 0.603 -1.685
Cl 6.769 -1.153 -1.715
Cl 5.771 1.181 -3.153
H 5.962 0.874 -0.822
H 7.549 1.070 -1.607
C 0.890 -8.848 -6.243
Cl 0.915 -9.010 -4.483
Cl 2.301 -9.618 -6.976
H -0.012 -9.323 -6.628
H 0.889 -7.790 -6.501
C -1.239 2.575 -6.886
Cl -0.734 1.045 -6.154
Cl -0.992 3.925 -5.771
H -0.653 2.748 -7.787
H -2.296 2.514 -7.140
C 1.007 3.933 -9.938
Cl 1.503 4.587 -11.501
Cl -0.710 4.233 -9.634
H 1.185 2.858 -9.932
H 1.594 4.408 -9.153
C -6.095 -0.898 7.024
Cl -7.260 -0.363 8.239
Cl -6.902 -1.329 5.510
H -5.390 -0.091 6.830
H -5.563 -1.770 7.402
C -6.047 -4.502 3.260
Cl -5.044 -3.450 2.252
Cl -5.861 -6.197 2.797
H -5.747 -4.384 4.301
H -7.090 -4.214 3.142
*
```



Formula: C3H11NO2
Source: the OMol25 dataset
Level of theory: the ωB97M-V functional and the def2-TZVPD basis

## Properties
M   93.13 g mol⁻¹
SMILES string   COCCN.O
HOMO level   -9.28 eV
DFT total energy   -8873.209 eV
ΔE to the lowest compared entry with this formula, charge and spin   123.6 kJ/mol

ORCA input file:
```
! RIJCOSX wB97M-V def2-TZVPD def2/J DEFGRID3
* xyz 0 1
C 0.679 -2.052 -1.793
O 0.091 -0.739 -1.493
C -0.440 -0.652 -0.146
C -0.497 0.860 0.159
N -1.579 1.573 -0.496
H -0.111 -2.814 -1.905
H 1.509 -2.488 -1.213
H 1.054 -1.783 -2.795
H -1.433 -1.141 -0.128
H 0.209 -1.180 0.579
H -0.545 0.883 1.264
H 0.382 1.456 -0.153
H -2.515 1.194 -0.316
H -1.433 1.503 -1.509
O 1.854 2.042 3.365
H 1.876 1.106 3.063
H 0.900 2.231 3.518
*
```



Formula: C5H10NS
Source: the OMol25 dataset
Level of theory: the ωB97M-V functional and the def2-TZVPD basis

## Properties
M   116.21 g mol⁻¹
SMILES string   C[C@@H](C=[NH2+])/C=C\S
HOMO level   -13.17 eV
DFT total energy   -17663.996 eV
ΔE to the lowest compared entry with this formula, charge and spin   224.4 kJ/mol

ORCA input file:
```
! RIJCOSX wB97M-V def2-TZVPD def2/J DEFGRID3
* xyz 1 1
C -0.915 1.039 -1.543
C -0.219 0.033 -0.660
C 1.161 0.207 -0.301
N 2.029 -0.796 -0.102
C -0.619 0.362 0.871
C -0.662 -0.656 1.786
S -0.435 -2.313 1.404
H -1.099 0.452 -2.496
H -0.368 1.994 -1.634
H -1.847 1.273 -0.969
H -0.222 -1.099 -0.826
H 1.523 1.151 -0.034
H 2.956 -0.521 0.117
H 1.816 -1.756 -0.047
H -0.614 1.413 1.119
H -1.142 -0.309 2.655
H -1.138 -2.710 2.489
*
```